A molecular structure, C28H29MnN9O6S2, computed with the ωB97M-V functional and the def2-TZVPD basis.

E in Ha: -3976.11475
2S+1: 2
Frontier orbital gap (spin up / spin down) in eV: 6.7 / 6.2
Highest occupied orbital energy (spin up / spin down) in eV: -2.5 / -2.1
⟨S²⟩: 1.013
Net charge: -2

```
75
Properties=species:S:1:pos:R:3:forces:R:3
Mn 0.2836 -0.1234 0.5691 0.25 -0.30 0.57
N 2.5761 -3.8159 1.4905 -0.01 0.06 -0.05
C 1.4470 -3.1523 1.7914 -0.02 0.13 -0.08
N 1.3509 -2.0951 1.0272 -0.15 0.04 -0.13
C 2.4660 -2.1585 0.2556 0.23 0.25 -0.30
N 3.2451 -3.1918 0.4945 -0.12 -0.02 0.16
C 2.6764 -1.1581 -0.8033 -0.10 -0.30 0.37
C 3.7524 -1.1715 -1.6714 -0.19 0.20 -0.17
N 3.8142 -0.3280 -2.7012 0.05 -0.06 0.00
C 2.7896 0.5054 -2.8499 -0.11 0.00 0.06
C 1.7260 0.5580 -1.9552 0.21 -0.21 -0.12
N 1.6863 -0.2695 -0.9177 -0.16 0.27 0.11
H 2.9346 -4.6644 1.8862 0.01 -0.01 0.01
H 0.7464 -3.4633 2.5471 -0.02 -0.01 0.01
H 4.5559 -1.8832 -1.5374 0.03 -0.01 -0.02
H 2.8053 1.1744 -3.7015 0.04 -0.01 0.00
H 0.8897 1.2309 -2.0799 -0.01 -0.01 -0.01
N -0.9000 0.1360 2.3250 0.07 0.26 0.06
C -0.0854 0.2955 3.5342 -0.08 -0.05 0.05
C 1.4038 0.4311 3.2157 0.17 -0.13 -0.13
O 2.1877 0.5711 4.1607 -0.06 0.04 0.04
O 1.7017 0.3387 1.9850 0.20 0.23 -0.06
H -1.2876 1.0518 2.0607 -0.14 -0.12 0.00
H -1.7122 -0.4325 2.5170 0.20 -0.12 0.00
H -0.1897 -0.5820 4.1786 -0.01 0.02 0.00
H -0.3900 1.1658 4.1234 0.01 -0.04 0.03
C -4.8013 -1.2944 -0.5218 -0.02 0.02 -0.02
N -4.3970 -1.9417 0.7189 0.07 -0.18 0.02
C -5.2739 -1.5640 1.8008 -0.05 0.10 0.01
C -3.0038 -1.6177 1.0358 -0.03 0.11 0.01
C -2.0214 -2.2647 0.0778 -0.15 0.27 0.02
C -2.2730 -3.5904 -0.2793 0.01 -0.01 -0.02
C -1.5999 -4.1846 -1.3336 0.05 0.01 -0.02
C -0.7384 -3.3899 -2.0813 -0.08 -0.03 0.05
C -0.4671 -2.0935 -1.6678 0.07 0.06 0.08
C -0.9949 -1.4858 -0.5034 0.01 -0.18 -0.31
H -5.7662 -1.6890 -0.8500 -0.01 0.01 0.02
H -4.0638 -1.4797 -1.3006 0.00 -0.03 -0.01
H -4.8810 -0.2024 -0.4101 0.03 0.00 -0.01
H -6.3008 -1.8596 1.5692 0.01 0.00 -0.02
H -5.2762 -0.4745 1.9921 0.02 -0.01 0.00
H -4.9734 -2.0673 2.7233 0.00 -0.01 0.00
H -2.8393 -1.9337 2.0767 0.00 -0.06 -0.02
H -2.8508 -0.5297 0.9694 -0.04 -0.03 0.06
H -3.0507 -4.1356 0.2459 -0.02 0.01 0.00
H -1.7866 -5.2189 -1.6028 -0.03 0.01 -0.02
H -0.2781 -3.7777 -2.9843 0.01 0.00 -0.01
H 0.1964 -1.5208 -2.3052 0.08 -0.03 0.01
O 2.2352 2.6477 -0.5322 0.01 0.00 0.03
C 1.1540 2.9914 -0.0779 0.11 -0.07 0.02
C 0.7887 4.4704 0.0447 -0.05 0.03 0.03
C -0.6419 4.4365 0.5381 0.01 0.06 0.00
C -0.8584 2.9637 0.8463 -0.06 -0.15 -0.15
O -1.8511 2.5810 1.4617 -0.02 0.03 0.00
N 0.1518 2.1756 0.3763 -0.15 -0.06 0.03
H 0.9357 4.9533 -0.9217 -0.01 0.00 -0.01
H 1.4807 4.9287 0.7532 0.00 0.00 0.00
H -1.3707 4.7187 -0.2240 -0.01 -0.03 -0.01
H -0.8417 5.0279 1.4316 0.01 0.00 -0.01
O -2.8350 0.1778 -6.6742 -0.06 -0.01 -0.05
S -3.3268 1.2864 -5.8888 0.04 -0.05 -0.01
O -4.5203 1.9351 -6.3860 -0.04 -0.03 -0.04
N -3.4475 0.9168 -4.3281 -0.07 0.03 0.27
C -2.6313 1.6323 -3.5572 0.17 0.19 -0.48
S -2.4826 1.6080 -1.9062 -0.10 -0.08 0.10
C -1.7519 2.5708 -4.3722 -0.08 -0.13 0.25
C -0.7629 3.4331 -3.9259 0.02 0.02 -0.03
C -0.0966 4.2147 -4.8611 -0.04 -0.04 0.01
C -0.4176 4.1367 -6.2175 0.02 0.01 -0.01
C -1.4040 3.2659 -6.6626 0.04 -0.03 0.07
C -2.0445 2.4916 -5.7130 0.06 0.15 -0.17
H -0.5386 3.4724 -2.8664 0.00 0.02 0.00
H 0.6819 4.8934 -4.5335 0.01 0.00 -0.01
H 0.1115 4.7593 -6.9297 0.01 0.00 0.00
H -1.6600 3.1885 -7.7115 0.00 0.00 -0.01
```
Forces are in eV/Å.

---

A molecular structure, C53H32F4GeIN8S2Ti, computed with the ωB97M-V functional and the def2-TZVPD basis.

E in Ha: -6896.17284
2S+1: 2
Frontier orbital gap (spin up / spin down) in eV: 5.3 / 6.1
Highest occupied orbital energy (spin up / spin down) in eV: -12.1 / -12.9
⟨S²⟩: 0.794
Net charge: +2

```
102
Properties=species:S:1:pos:R:3:forces:R:3
Ti 2.1956 -2.1057 -0.3345 0.13 -0.38 0.39
I 2.5009 -3.0865 2.3492 0.06 -0.35 0.07
C 3.2464 -4.9039 1.6333 -0.01 1.05 -2.15
C 3.5504 -5.9447 2.3927 0.54 -1.75 1.93
C 4.1502 -7.1374 1.8346 -0.77 0.90 1.58
C 4.4261 -7.1891 0.5310 0.56 -0.26 -1.49
C 4.1541 -6.0511 -0.3012 -0.44 -0.25 -0.65
C 4.3879 -6.0634 -1.7054 -0.42 -0.92 0.51
C 3.9711 -5.0746 -2.5296 0.63 0.99 -0.54
C 3.3684 -3.9045 -2.0258 0.92 -1.06 0.34
C 3.1809 -3.8361 -0.6611 -0.37 0.91 0.62
C 3.5169 -4.9104 0.2095 -0.01 0.15 0.81
H 3.3924 -5.9686 3.4884 -0.03 0.25 -0.80
H 4.3265 -7.9268 2.5574 0.11 -0.14 -0.42
H 4.8485 -8.0934 0.0657 -0.15 0.55 0.27
H 4.7928 -6.9576 -2.1401 0.46 -0.22 -0.08
H 4.2862 -5.0358 -3.5666 -0.32 -0.47 -0.06
H 3.2463 -3.1310 -2.7572 -0.49 0.53 0.09
N -4.2892 -0.1113 -7.9678 -0.11 0.38 0.61
C -3.6968 -0.2757 -6.9925 0.65 -0.91 -1.06
C -2.7559 -0.7747 -6.0194 -0.67 0.35 2.48
C -1.5159 -1.3343 -6.3126 -0.47 -0.56 -0.30
C -0.6542 -1.7498 -5.3004 0.26 0.80 -0.76
C -0.9430 -1.5839 -3.9480 0.43 0.30 0.34
C -2.2025 -1.0622 -3.6052 -0.35 -0.10 -1.96
C -3.0973 -0.6822 -4.6347 1.96 -0.22 0.24
C 0.1063 -1.7858 -2.8697 -0.60 0.88 -0.42
C -0.3185 -2.6391 -1.8141 0.48 0.45 -1.14
C -1.4973 -3.3943 -1.7972 1.87 -0.53 1.49
C -1.5066 -4.0562 -0.5621 -0.96 -0.10 1.13
C -0.4405 -3.5904 0.2037 0.91 0.25 -1.82
N 0.3870 -2.8156 -0.6438 -0.97 0.26 2.20
C 1.2530 -0.9427 -2.9450 -0.72 -1.74 1.23
C 1.5526 0.0274 -3.9104 0.17 -0.10 -0.16
C 2.7728 0.5574 -3.5681 0.21 0.30 1.26
C 3.1754 0.0046 -2.3062 0.25 -0.13 -1.27
N 2.3056 -0.9591 -1.9444 -1.04 0.70 -1.28
H -1.2192 -1.5490 -7.3372 -0.11 0.37 0.12
H 0.3114 -2.0231 -5.7160 0.09 -0.48 0.75
H -2.5563 -0.8879 -2.6063 0.31 -0.07 0.39
H -3.9440 -0.1911 -4.2250 -1.07 0.26 -0.48
H -2.1014 -3.5500 -2.6278 -1.15 -0.15 -1.05
H -2.2596 -4.7687 -0.1788 0.50 0.65 -0.40
H -0.1804 -3.7615 1.2472 -0.04 -0.13 -0.51
H 0.9543 0.3345 -4.7748 0.23 -0.35 0.53
H 3.2191 1.3490 -4.1256 0.59 0.29 0.02
H 4.1032 0.1926 -1.7281 -0.89 -0.04 -0.45
F 1.5949 4.0829 3.4450 0.27 -0.08 0.76
C 1.9952 3.0117 4.1660 -0.63 -0.29 -1.69
C 1.9017 2.9982 5.5337 0.68 0.40 0.96
F 1.5744 4.1086 6.2113 -0.07 -0.39 -0.65
C 2.2092 1.8514 6.2830 -0.43 -0.17 0.21
C 2.5243 0.6685 5.5761 -0.81 1.01 0.12
C 2.6116 0.6681 4.2007 -0.64 2.50 0.88
F 2.9773 -0.4719 3.6638 0.27 -0.88 -1.08
C 2.3245 1.8668 3.4144 1.00 -2.10 1.73
C 2.4742 1.7759 1.9709 0.12 -0.98 -0.52
C 2.6278 0.5681 1.3311 0.22 -1.52 -1.10
N 2.7627 -0.4590 0.7177 -0.54 2.04 1.19
C 2.4655 2.9045 1.1204 -0.81 2.41 -0.45
N 2.3193 3.9443 0.6063 0.43 -1.83 0.35
F 2.6264 -0.4400 6.2977 0.69 -0.28 -1.01
C 2.0557 1.8015 7.7185 0.26 -0.58 0.14
C 1.7671 0.5424 8.3372 0.14 2.10 -0.76
N 1.3468 -0.4475 8.7112 -0.47 -1.49 0.92
C 2.2492 2.8992 8.5881 -0.78 -3.11 -2.90
N 2.4646 3.7207 9.3197 0.73 3.20 2.75
S -0.3465 1.8883 -0.7793 -0.06 -0.14 -0.21
C -0.4662 3.6046 -0.7864 -0.22 0.49 0.58
N -1.0082 4.3541 0.1569 0.92 1.52 -2.78
C -0.9619 5.8139 -0.1535 0.88 0.76 1.84
C 0.0794 6.0819 -1.2275 -1.17 -1.27 -0.79
S 0.2401 4.4616 -2.0884 -0.03 -0.06 0.12
H -1.5435 3.9937 0.8990 -0.63 -0.64 1.26
H -0.7047 6.3736 0.7836 -0.08 -0.65 -0.70
H -1.8649 6.2785 -0.4934 -1.13 -0.63 -0.05
H 1.0467 6.2976 -0.8639 0.93 0.62 0.33
H -0.3590 6.7736 -1.9542 0.68 0.09 0.23
Ge -2.3448 1.1739 0.0790 0.14 -0.83 0.46
C -2.6965 2.1353 1.6972 0.29 0.87 0.14
C -1.6832 2.3759 2.6526 -0.92 0.46 0.58
C -1.8548 3.2148 3.7442 -1.24 -0.34 -0.78
C -3.0599 3.9303 3.8666 -0.36 -1.06 -0.87
C -4.1303 3.6376 2.9964 1.87 -0.54 -1.57
C -3.9271 2.7651 1.8392 -0.49 0.88 2.75
C -3.8143 1.2383 -1.1826 0.91 -0.05 0.14
C -4.6919 0.1513 -1.1036 1.22 0.40 0.87
C -5.7183 0.0625 -1.9603 -1.70 0.93 -1.29
C -5.9207 1.1232 -2.8939 -0.33 -1.53 -0.20
C -5.0120 2.1570 -3.0674 -0.25 -1.22 1.87
C -3.9596 2.2195 -2.1590 1.61 0.44 -0.48
H -1.8312 -0.2474 0.5105 -0.26 0.30 -0.51
H -0.7354 1.9150 2.6538 0.98 -0.89 -0.64
H -1.1057 3.1883 4.5115 0.31 0.56 0.18
H -3.1423 4.6509 4.6511 -0.37 0.26 0.40
H -5.0504 4.1730 3.0737 -0.52 0.11 0.21
H -4.8069 2.5082 1.2465 0.43 0.28 -0.21
H -4.5801 -0.6305 -0.3720 0.29 -0.12 0.31
H -6.3969 -0.7869 -1.8298 0.01 0.50 -0.54
H -6.7685 0.9820 -3.5499 -0.06 0.40 -0.16
H -5.1211 2.9144 -3.7801 -0.31 0.81 -1.10
H -3.1354 2.9762 -2.3595 -1.17 -0.83 0.61
```
Forces are in eV/Å.

---

C6H10 in the gas phase, computed with the ωB97M-V functional and the def2-TZVPD basis.

E in Ha: -234.55127
Frontier orbital gap in eV: 10.9
Highest occupied orbital energy in eV: -9.5

```
16
Properties=species:S:1:pos:R:3:forces:R:3
C 0.3988 -1.4566 -1.1405 0.19 -0.07 -0.06
C -1.0862 -1.2485 -1.2330 -0.19 0.01 -0.06
C -0.3168 -0.6795 -0.0708 0.03 0.02 0.17
C -0.0653 0.7945 0.0990 -0.05 -0.06 -0.15
C -0.2210 1.4099 1.4640 -0.16 0.04 0.13
C 1.1486 1.2363 0.8745 0.20 0.00 -0.02
H 1.0259 -0.8906 -1.8248 -0.10 -0.07 0.12
H 0.7732 -2.4487 -0.9043 -0.08 0.16 -0.04
H -1.4575 -0.5765 -2.0032 0.09 -0.02 0.19
H -1.7325 -2.1018 -1.0442 0.11 0.17 -0.02
H -0.4657 -1.2058 0.8714 0.08 0.06 -0.13
H -0.3478 1.4079 -0.7560 0.06 -0.07 0.16
H -0.6077 2.4208 1.5570 0.02 -0.18 -0.09
H -0.5158 0.7466 2.2738 0.05 0.09 -0.14
H 1.6763 2.1330 0.5598 -0.11 -0.18 -0.01
H 1.7935 0.4590 1.2772 -0.15 0.10 -0.05
```
Forces are in eV/Å.